This record from OMol25 describes 18 unconnected molecules or ions with the total composition C48H132O18 at a distorted geometry. The level of theory is ωB97M-V/def2-TZVPD.

XYZ file:
```
198
Properties=species:S:1:pos:R:3:forces:R:3:lowdin_charge:R:1
C 17.818 19.661 13.063 -0.43 0.65 0.84 -0.0654
C 16.630 19.119 13.864 1.39 -0.29 -0.01 -0.2811
O 16.614 19.595 15.222 1.16 -0.79 0.15 -0.1150
H 17.611 20.702 12.863 0.22 0.55 0.04 0.0726
H 17.917 19.205 12.101 0.07 -0.63 -0.54 0.0430
H 18.743 19.595 13.626 0.23 -0.13 0.02 0.0728
H 16.714 18.013 13.800 -0.73 0.53 0.33 0.0964
H 15.773 19.532 13.369 -0.83 -0.39 0.16 0.0804
H 17.397 19.162 15.672 -1.16 0.44 -0.48 0.0799
C 16.512 16.189 16.923 0.84 0.62 -1.30 -0.0504
C 17.912 16.248 16.241 -0.54 0.54 1.91 -0.2546
O 18.390 17.608 16.499 1.58 -0.32 -0.78 -0.1285
H 15.812 16.847 16.383 0.22 0.03 0.31 0.0679
H 16.675 16.551 17.938 -0.35 -0.12 0.03 0.0845
H 16.097 15.192 16.882 0.06 -0.29 0.23 0.0358
H 17.938 16.003 15.188 -0.15 0.09 -0.18 0.0565
H 18.556 15.558 16.803 0.04 0.00 -0.35 0.1151
H 19.379 17.650 16.350 -1.72 -0.19 0.21 0.1182
C 12.504 22.290 14.389 -1.16 1.78 1.14 -0.0952
C 12.781 20.956 14.928 1.11 -1.24 -0.44 -0.3249
O 12.331 19.993 13.957 -0.56 -0.24 1.06 -0.1174
H 12.992 22.382 13.447 0.60 0.49 -0.65 0.0614
H 12.877 23.006 15.180 -0.44 -0.12 -1.17 0.0984
H 11.405 22.441 14.191 1.04 -0.04 0.39 0.0790
H 12.288 20.830 15.893 0.07 -0.38 0.05 0.0927
H 13.906 20.857 15.066 -1.35 -0.25 -0.07 0.1217
H 11.361 19.901 14.141 0.68 -0.06 -0.46 0.0560
C 18.461 19.059 7.728 -0.53 -0.63 1.64 -0.0614
C 18.425 17.891 8.743 -1.23 1.78 0.25 -0.2472
O 17.522 18.127 9.854 -0.80 0.14 -0.85 -0.1362
H 17.586 19.077 7.103 -0.29 0.11 -0.35 0.0684
H 19.352 18.959 7.180 1.01 -0.31 -1.23 0.0512
H 18.593 20.002 8.249 -0.35 0.14 0.25 0.0780
H 19.381 17.843 9.185 1.14 -0.31 0.60 0.0940
H 18.187 16.957 8.289 -0.17 -0.76 -0.55 0.1012
H 16.609 18.343 9.513 0.96 0.07 0.10 0.0803
C 8.222 17.211 7.636 0.51 -1.17 0.12 -0.0888
C 8.667 16.569 9.006 1.13 1.74 -2.09 -0.2850
O 10.114 16.694 9.035 -0.81 0.09 0.75 -0.1201
H 8.682 16.694 6.762 0.13 0.16 0.80 0.0747
H 8.481 18.266 7.522 -0.36 -0.08 0.32 0.0663
H 7.166 16.967 7.510 -0.24 0.64 0.08 0.0607
H 8.342 15.565 8.907 -0.03 -1.38 0.34 0.0721
H 8.075 17.042 9.798 0.63 0.12 0.26 0.0905
H 10.607 16.515 9.890 -1.04 -0.12 -0.79 0.0485
C 12.069 16.254 14.381 0.18 0.73 -0.16 -0.0343
C 13.420 16.739 13.943 -0.11 -0.05 -1.12 -0.2479
O 13.545 16.502 12.535 -0.17 -0.48 -0.61 -0.1101
H 11.299 16.943 14.047 -0.20 0.08 0.00 0.0717
H 12.028 16.156 15.446 -0.08 0.10 0.73 0.0511
H 11.865 15.299 13.969 -0.23 -1.09 -0.48 0.0629
H 14.216 16.219 14.440 0.53 -0.15 0.54 0.0822
H 13.492 17.796 14.030 0.23 0.98 0.83 0.0898
H 14.388 16.810 12.142 -0.10 -0.10 0.51 0.0608
C 11.547 18.657 19.488 0.98 0.02 -0.98 -0.0426
C 12.570 17.538 19.454 0.84 0.52 -1.47 -0.4643
C 12.534 16.851 18.081 0.79 -0.42 0.66 -0.0541
O 13.878 18.054 19.695 -0.08 -0.23 0.62 -0.0632
H 11.695 19.340 20.280 0.01 0.37 1.37 0.0638
H 10.554 18.288 19.444 -1.09 -0.37 0.10 0.0595
H 11.732 19.289 18.617 -0.13 -0.15 -0.32 0.0692
H 12.440 16.762 20.174 -0.51 -0.36 0.94 0.1156
H 13.316 16.029 18.103 -0.91 0.87 -0.36 0.0812
H 12.752 17.592 17.289 -0.13 -0.44 0.25 0.0835
H 11.533 16.426 17.989 0.05 -0.15 -0.45 0.0581
H 14.275 18.293 18.854 0.10 0.39 -0.42 0.0344
C 14.086 19.561 11.206 -0.14 -0.35 0.35 -0.0468
C 13.758 18.870 9.929 0.39 0.49 -0.68 -0.4537
C 12.449 19.348 9.322 1.53 -1.02 -0.97 -0.0246
O 14.857 19.162 9.009 -0.05 -0.70 -0.11 -0.0765
H 13.304 19.451 11.954 0.15 -0.34 0.26 0.0686
H 14.085 20.625 10.993 0.51 0.38 0.07 0.0922
H 15.058 19.169 11.533 -0.30 0.50 0.24 0.0665
H 13.830 17.791 9.996 -0.40 -0.23 0.20 0.1161
H 12.495 20.413 9.208 -0.03 0.74 -0.16 0.0757
H 11.624 19.104 9.937 -0.95 -0.42 0.47 0.0591
H 12.412 18.860 8.337 -0.60 0.29 0.27 0.0959
H 14.835 20.099 8.822 0.05 0.45 -0.07 0.0849
C 13.134 9.656 15.803 -1.57 -1.08 0.23 -0.0442
C 11.535 9.653 15.784 -0.18 -0.07 1.08 -0.4537
C 10.930 11.042 15.504 1.35 0.44 1.27 -0.0636
O 10.910 8.766 14.839 0.34 0.20 -0.01 -0.0676
H 13.539 10.041 14.872 0.00 0.35 -0.02 0.0593
H 13.520 8.600 15.884 -0.45 0.97 0.15 0.0840
H 13.424 10.243 16.697 0.13 -0.27 -0.66 0.0539
H 11.202 9.411 16.850 0.41 -0.10 -1.21 0.1414
H 9.850 11.114 15.695 0.33 -0.31 -0.28 0.0759
H 11.198 11.389 14.509 -0.20 0.00 -0.19 0.0726
H 11.432 11.736 16.241 -0.55 -0.49 -0.84 0.0596
H 10.878 7.837 15.099 0.36 0.37 0.32 0.0857
C 14.415 13.796 19.655 0.12 -0.27 0.14 -0.0349
C 13.431 12.646 19.335 1.51 0.84 -1.90 -0.4240
C 12.298 13.116 18.431 0.31 2.61 2.41 -0.0581
O 14.093 11.588 18.600 0.28 -0.60 0.60 -0.0889
H 13.912 14.583 20.187 -0.56 0.43 0.29 0.0634
H 14.772 14.251 18.740 0.15 -0.05 -0.33 0.0500
H 15.301 13.595 20.286 -0.47 -0.60 -0.38 0.0921
H 13.013 12.255 20.218 -0.54 -0.63 1.24 0.1182
H 11.834 13.909 19.098 -0.02 -0.63 -0.89 0.0978
H 11.579 12.354 18.332 -0.78 -0.89 -0.64 0.0506
H 12.576 13.685 17.535 0.16 -0.69 -0.02 0.0837
H 14.509 10.953 19.213 -0.18 0.59 -0.39 0.1150
C 8.236 16.500 16.959 -0.17 -0.40 -1.56 -0.0596
C 8.334 15.197 17.694 0.20 -0.45 0.58 -0.4543
C 9.000 14.017 16.933 1.49 0.71 0.67 -0.0358
O 9.119 15.550 18.858 -0.15 0.05 -0.48 -0.0717
H 7.543 16.484 16.104 -0.04 -0.19 0.35 0.0764
H 9.188 16.732 16.516 0.71 0.23 -0.11 0.0689
H 7.958 17.301 17.610 -0.27 0.41 0.56 0.0711
H 7.329 14.919 18.043 0.12 -0.17 -0.12 0.1350
H 10.090 14.288 16.720 -1.38 -0.23 0.22 0.0947
H 8.533 13.817 15.984 -0.28 -0.08 -0.29 0.0373
H 9.035 13.077 17.531 -0.24 0.68 -0.26 0.0808
H 9.124 14.792 19.430 0.13 -0.50 0.49 0.0714
C 9.141 22.759 17.940 -1.30 0.97 -1.51 -0.0468
C 8.419 21.851 16.947 0.18 0.27 0.43 -0.4484
C 8.490 22.442 15.554 -1.37 0.16 -0.73 -0.0543
O 9.162 20.619 16.888 -0.10 0.51 -1.38 -0.0601
H 8.693 23.773 17.846 0.49 -0.45 0.13 0.0928
H 10.174 22.765 17.656 0.67 0.20 0.14 0.0742
H 8.978 22.443 18.929 0.11 -0.54 1.35 0.0595
H 7.351 21.764 17.268 0.73 -0.51 -0.29 0.1510
H 8.159 23.489 15.632 0.63 -0.12 -0.19 0.0889
H 7.759 22.014 14.832 0.38 -0.15 0.63 0.0842
H 9.462 22.292 15.078 0.00 0.48 0.36 0.0637
H 8.960 19.968 17.532 -0.53 -0.62 1.18 0.0772
C 8.081 13.442 11.325 0.23 -2.56 0.47 -0.0666
C 7.995 14.542 12.284 -0.83 1.83 0.97 -0.5522
C 7.248 14.143 13.543 -1.08 -0.06 1.26 -0.0630
O 9.206 14.999 12.841 1.97 0.42 -1.33 -0.0724
H 7.063 13.142 11.050 0.18 -0.06 -0.02 0.0947
H 8.569 12.575 11.854 -0.41 0.53 -0.67 0.1049
H 8.624 13.632 10.424 0.45 0.41 -0.56 0.0592
H 7.463 15.363 11.752 0.19 0.05 0.46 0.1303
H 7.629 13.150 13.882 -0.34 0.62 -0.19 0.0843
H 6.134 14.090 13.439 0.88 -0.13 -0.17 0.0918
H 7.435 14.871 14.390 -0.09 -0.68 -1.16 0.0690
H 9.907 15.176 12.147 -1.00 -0.28 0.78 0.0907
C 14.624 13.075 14.458 0.12 -0.05 0.22 -0.0265
C 15.777 12.493 15.333 -1.34 0.84 0.30 -0.4426
C 17.156 12.884 14.915 0.88 -0.30 -0.26 -0.0551
O 15.633 13.036 16.670 0.82 0.43 -1.25 -0.0761
H 13.675 12.791 14.934 0.14 -0.10 -0.21 0.0651
H 14.592 12.733 13.392 0.29 0.23 0.90 0.0820
H 14.639 14.179 14.516 0.20 -0.47 -0.24 0.0609
H 15.665 11.416 15.360 0.07 -0.39 0.09 0.1209
H 17.421 12.467 13.916 -0.07 0.28 0.69 0.0901
H 17.872 12.551 15.700 -0.34 0.04 -0.70 0.0999
H 17.219 13.971 14.888 0.03 0.06 -0.17 0.0434
H 15.058 12.506 17.199 -0.80 -0.91 0.65 0.0213
C 13.661 21.443 18.560 0.58 1.24 0.33 -0.0606
C 14.963 20.961 17.974 -0.25 -0.18 -2.13 -0.4493
C 16.143 20.858 18.926 -0.77 0.00 0.43 -0.0404
O 14.652 19.630 17.423 0.39 1.12 0.47 -0.0984
H 12.854 21.467 17.820 0.21 -0.35 0.30 0.0629
H 13.799 22.471 18.903 -0.01 0.19 -0.08 0.0830
H 13.430 20.905 19.457 -0.49 -0.68 0.30 0.0638
H 15.193 21.669 17.095 -0.06 -1.08 1.04 0.1527
H 16.215 21.792 19.473 0.28 0.27 0.09 0.0750
H 17.112 20.614 18.478 -0.38 0.02 -0.15 0.0813
H 15.860 20.095 19.656 0.28 -0.07 0.02 0.0807
H 15.285 19.555 16.708 0.32 -0.57 -0.72 0.0325
C 16.528 14.339 11.260 0.15 -0.49 1.15 -0.0300
C 16.759 15.507 12.281 1.12 -0.47 -1.90 -0.4219
C 18.275 15.718 12.571 -0.16 -1.03 0.38 -0.0398
O 16.170 16.697 11.752 -0.15 -0.05 0.45 -0.1005
H 16.983 13.406 11.661 -0.41 0.46 -0.04 0.0736
H 17.024 14.467 10.291 -0.24 0.48 0.11 0.0806
H 15.439 14.168 11.137 0.73 0.11 -0.05 0.0544
H 16.224 15.270 13.183 -0.21 -0.02 0.47 0.0986
H 18.422 16.523 13.296 0.03 0.09 -0.34 0.0524
H 18.850 15.907 11.654 -0.32 0.19 0.15 0.0817
H 18.740 14.797 13.025 -0.63 0.73 -0.39 0.0899
H 16.764 17.114 11.104 0.23 -0.06 -0.13 0.0488
C 13.421 14.876 9.335 -0.48 1.25 -0.86 -0.0450
C 12.206 14.518 10.161 1.35 -1.50 1.99 -0.4358
C 12.548 13.363 11.168 -1.20 1.07 -1.52 -0.0210
O 11.709 15.626 10.870 -0.41 0.96 0.97 -0.1204
H 13.030 15.436 8.468 0.48 0.57 0.48 0.0926
H 13.904 14.071 8.847 0.29 -1.48 -0.19 0.0634
H 14.238 15.384 9.874 -0.69 0.23 -0.06 0.0652
H 11.406 14.156 9.533 -0.26 0.09 -0.36 0.1308
H 12.972 12.577 10.631 0.89 -1.45 -1.23 0.0566
H 11.671 12.921 11.587 -0.78 0.10 0.73 0.0652
H 13.267 13.615 11.889 0.72 0.80 1.21 0.0273
H 12.327 15.971 11.599 -0.19 -0.59 -1.05 0.0781
C 7.324 18.952 13.927 0.64 -0.78 -0.06 -0.0379
C 8.859 18.749 13.803 -2.09 -0.01 -1.04 -0.5040
C 9.263 18.552 12.347 0.20 0.27 0.50 -0.0300
O 9.541 19.872 14.243 0.83 0.40 0.60 -0.0645
H 6.947 18.932 14.964 0.36 -0.07 -0.26 0.0762
H 6.915 18.083 13.387 -0.43 0.49 0.14 0.0817
H 7.046 19.895 13.496 -0.35 0.37 -0.50 0.0671
H 8.959 17.837 14.350 1.25 -0.70 0.79 0.1000
H 10.375 18.496 12.272 -0.79 -0.28 -0.05 0.0849
H 8.960 19.490 11.862 -0.01 -0.44 -0.38 0.0967
H 8.746 17.660 11.956 0.47 0.46 -0.15 0.0654
H 9.246 20.103 15.135 0.13 -0.02 0.38 0.0461
```
Forces are in eV/Å.

Properties
max |F| = 3.6 eV/A
energy above the lowest of the compared OMol25 structures with the same formula, charge and spin = 72.7 kJ/mol
E_HOMO = -9.38 eV
orbital gap = 9.8 eV